(1)
{
  "formula": "C23H23AsBr4N3O2RbSSe",
  "method": "the ωB97M-V functional and the def2-TZVPD basis",
  "species": ["H", "H", "C", "C", "H", "C", "C", "H", "C", "O", "H", "C", "C", "N", "Br", "H", "H", "H", "C", "H", "As", "C", "H", "C", "H", "Rb", "H", "N", "C", "C", "C", "C", "Br", "H", "C", "H", "Se", "H", "C", "C", "H", "Br", "H", "C", "C", "H", "O", "C", "C", "H", "H", "H", "H", "N", "S", "C", "Br", "H", "C"],
  "positions_angstrom": [[1.268, 3.092, 0.740], [3.039, 3.878, -5.836], [-2.971, -5.044, 3.331], [1.928, 0.838, 1.997], [-0.289, -6.653, 2.047], [2.037, 1.433, 3.270], [3.110, 3.007, -5.197], [5.248, 3.047, -5.157], [-0.408, 4.618, -1.113], [-1.666, 0.930, 1.462], [-4.582, -1.750, 0.669], [-2.741, -3.783, 2.799], [-0.988, -5.852, 2.257], [0.364, 3.871, -1.919], [0.976, 2.584, 5.666], [-2.270, -7.072, 3.479], [-2.048, -4.426, -0.727], [2.438, 4.254, -1.817], [3.445, 0.870, -3.588], [0.186, 3.795, -2.927], [-2.244, -1.883, -0.373], [-0.763, -4.590, 1.727], [-3.832, -5.208, 3.967], [0.888, 1.807, 3.930], [-4.628, -2.476, -0.944], [-1.262, 1.306, -1.188], [2.297, 4.522, 0.567], [4.553, 1.483, -4.014], [-1.637, -3.530, 1.982], [-1.755, -3.547, -1.303], [1.944, 2.364, -4.757], [-4.089, -2.461, 0.005], [3.748, 1.712, 4.054], [-0.295, 5.030, 0.866], [1.684, 3.622, -1.340], [-4.116, -3.455, 0.453], [0.225, 2.984, -5.223], [-0.355, -1.962, 1.217], [-1.409, -2.183, 1.391], [2.158, 1.252, -3.931], [-0.682, -3.581, -1.494], [-1.977, 2.119, 4.171], [3.589, 0.022, -2.924], [1.455, 3.982, 0.135], [4.353, 2.537, -4.808], [1.318, 0.688, -3.544], [0.646, 0.045, 0.181], [0.711, 0.590, 1.338], [-0.523, 1.043, 2.023], [-3.419, -2.968, 3.027], [1.982, 2.582, -1.460], [-2.272, -3.549, -2.263], [0.110, -4.409, 1.111], [0.262, 4.829, 0.052], [-1.961, 5.143, -1.440], [-2.096, -6.088, 3.060], [3.485, 0.362, 1.005], [-1.808, -1.374, 2.003], [-0.359, 1.601, 3.305]],
  "lowdin_charge": [0.1028, 0.0764, -0.1019, -0.6651, 0.0935, -0.7935, -0.1573, 0.0850, -0.9726, -0.3087, 0.0194, -0.0616, -0.1014, -0.0356, 0.6105, 0.0869, 0.0122, 0.1226, -0.1783, -0.0127, 1.1265, -0.0605, 0.0930, -0.7896, 0.0089, 0.7264, 0.1174, 0.0202, -0.2959, -0.3344, -0.7709, -0.3336, 0.6147, 0.1260, -0.1300, 0.0100, 0.4326, 0.0693, -0.3240, -0.1524, 0.0197, 0.6659, 0.0977, -0.1165, -0.2007, 0.0859, -0.3189, -0.5392, -0.5238, 0.1145, 0.0997, 0.0097, 0.1151, 0.0196, 0.5173, -0.1211, 0.6813, 0.0680, -0.6487],
  "lumo_energy_ev": 3.7,
  "energy_ev": -450638.8357,
  "orbital_gap_ev": 5.1,
  "charge": -2,
  "max_force_ev_per_a": 0.4
}


(2)
{
  "formula": "C23H23BCl2F3N6O3Ti",
  "method": "the ωB97M-V functional and the def2-TZVPD basis",
  "species": ["H", "C", "H", "H", "C", "Cl", "N", "H", "H", "Cl", "O", "C", "C", "H", "N", "C", "H", "H", "H", "H", "H", "C", "C", "O", "H", "C", "H", "H", "H", "F", "C", "B", "N", "H", "H", "C", "C", "C", "F", "C", "H", "O", "N", "C", "N", "C", "H", "C", "C", "H", "C", "C", "C", "F", "H", "C", "H", "Ti", "C", "C", "H", "N"],
  "positions_angstrom": [[-4.705, -0.171, 0.955], [0.967, 1.833, -2.700], [-5.761, 1.180, -1.186], [-4.809, 2.664, -3.290], [-2.871, 1.988, -2.454], [-1.752, -1.065, -3.905], [-1.536, 1.327, 1.116], [2.933, 0.861, -1.127], [-0.297, -2.723, -1.025], [-4.286, -2.012, -2.790], [1.279, 2.744, -3.401], [-1.235, -2.490, -0.550], [-2.045, 2.244, 3.085], [2.063, -1.059, -4.232], [-1.619, -1.214, -0.391], [1.592, 0.450, -2.782], [-3.904, -0.157, -4.174], [-1.977, 2.806, 3.998], [3.304, -1.100, 5.627], [6.197, -0.346, 2.570], [3.445, -0.482, -2.186], [4.852, -0.756, 4.188], [-1.071, 2.091, 2.110], [0.048, 1.908, -1.725], [3.594, 1.189, -2.740], [2.512, -0.576, 3.705], [-2.094, 2.422, -3.062], [1.303, -0.914, -1.365], [4.381, 0.115, 0.959], [7.038, -0.299, 4.941], [2.813, -0.236, 2.386], [-3.633, 0.075, 0.495], [-2.838, -1.236, 0.214], [-3.702, -1.716, -5.046], [-4.136, -2.728, 0.899], [1.754, 0.033, 1.458], [3.532, -0.839, 4.603], [4.147, -0.157, 1.979], [6.371, -2.355, 5.006], [2.979, 0.506, -2.157], [-2.178, -4.417, -0.020], [0.726, -0.422, -1.970], [-2.803, 0.966, 1.445], [-4.250, 2.105, -2.562], [-2.562, 1.214, -1.406], [0.854, 0.247, 0.667], [2.243, 0.611, -4.804], [5.967, -1.080, 5.149], [-3.194, -2.499, 0.431], [-0.066, 2.476, 2.073], [1.628, -0.060, -4.207], [-2.195, -3.343, -0.040], [-4.747, 1.364, -1.500], [5.589, -0.922, 6.425], [1.479, -0.635, 4.019], [-3.504, -1.164, -4.135], [-4.089, 1.327, 3.062], [-0.678, 0.585, -0.658], [5.163, -0.414, 2.878], [-3.122, 1.505, 2.623], [0.634, -0.090, -4.647], [-3.721, 0.840, -0.831]],
  "lowdin_charge": [0.1319, -0.4999, 0.1395, 0.1125, -0.1024, 0.6045, -0.0646, 0.0823, 0.1215, 0.5836, 0.1828, -0.1066, -0.0143, 0.1044, -0.0695, -0.4685, 0.0107, 0.1097, 0.1274, 0.1299, 0.1086, -0.1046, -0.0917, -0.1239, 0.1143, -0.0047, 0.1252, 0.0969, 0.1125, 0.1482, -0.2371, -0.4883, -0.0081, 0.0340, 0.1396, -0.0602, 0.0093, -0.0074, 0.1521, 0.0183, 0.1131, -0.1411, -0.0045, -0.0273, -0.0545, -0.0693, 0.1087, -0.5884, -0.0588, 0.1245, 0.0037, -0.0201, -0.0419, 0.1473, 0.1218, -0.9450, 0.1364, 1.1368, 0.0083, -0.0304, 0.0497, -0.0167],
  "lumo_energy_ev": -4.5,
  "energy_ev": -96294.9377,
  "relative_energy_kj_mol": 1.8,
  "orbital_gap_ev": 7.2,
  "charge": 1,
  "max_force_ev_per_a": 1.2
}


(3)
{
  "formula": "C23H23Br6F7O21",
  "method": "the ωB97M-V functional and the def2-TZVPD basis",
  "species": ["F", "O", "C", "F", "H", "F", "C", "C", "H", "O", "C", "C", "C", "H", "C", "Br", "C", "H", "H", "C", "H", "C", "Br", "F", "H", "C", "H", "C", "O", "H", "C", "O", "O", "C", "O", "Br", "O", "C", "H", "Br", "H", "O", "O", "F", "H", "O", "O", "H", "H", "C", "H", "Br", "H", "O", "C", "O", "C", "H", "O", "F", "O", "O", "C", "C", "C", "C", "O", "F", "H", "H", "Br", "H", "H", "O", "C", "O", "O", "H", "O", "H"],
  "positions_angstrom": [[2.359, 2.032, -6.536], [6.916, -0.109, -0.516], [1.181, 1.338, -6.386], [-2.231, 6.185, 1.893], [-3.389, -3.291, -4.884], [-1.666, -0.942, -6.570], [0.246, 6.103, 3.908], [0.097, 2.262, -5.934], [-0.085, 4.058, 1.607], [6.824, -1.442, 1.259], [1.010, 1.186, -4.186], [-0.618, 4.567, 2.412], [6.267, -0.838, 0.416], [-0.417, 6.325, 0.992], [1.805, -4.113, 1.566], [3.231, -0.278, 4.428], [-5.135, 1.293, 2.483], [-1.520, 4.006, 2.642], [-4.115, 1.662, 2.398], [1.331, 1.022, 0.042], [1.842, 1.468, -0.809], [1.013, -0.447, -0.187], [-2.685, -1.796, 3.227], [0.251, -5.835, 1.915], [-5.378, -0.698, 3.475], [-2.971, -3.048, 1.854], [0.940, -4.825, 3.499], [-0.865, 6.027, 1.938], [0.728, 6.566, 4.880], [0.610, -0.795, -1.146], [3.527, -5.162, 2.411], [-7.748, 2.621, 4.243], [1.178, 0.825, -3.067], [-6.857, 1.952, 3.798], [0.244, 4.789, 3.513], [0.626, -2.090, 4.451], [-1.257, -1.773, -2.550], [-1.897, -2.100, -5.864], [-3.760, -2.655, 1.229], [-3.440, -4.815, 2.593], [2.066, 1.091, 0.851], [-6.493, 0.786, 4.288], [-0.351, 6.847, 2.954], [6.303, 1.648, -1.684], [1.087, -3.287, 1.597], [-0.085, -0.507, 0.685], [-6.088, 2.321, 2.770], [1.403, -0.353, 2.783], [-1.648, -2.903, -6.559], [1.401, -0.433, 3.860], [4.235, 0.969, -0.867], [0.457, 1.202, 4.387], [3.922, -0.613, -1.512], [4.923, -0.596, 0.298], [4.674, -0.026, -0.990], [0.358, 2.332, -4.519], [6.075, 0.303, -1.557], [-4.070, -1.863, -5.756], [4.644, -5.383, 2.730], [-4.223, 0.453, 4.529], [-3.023, -1.506, -3.970], [1.323, 0.470, -5.286], [-3.240, -2.250, -5.173], [-5.291, 0.367, 3.687], [-1.718, -1.781, -3.627], [1.261, -5.157, 2.515], [-1.745, 0.879, 1.380], [1.925, -1.388, 0.191], [1.820, -4.384, 0.507], [6.476, -0.182, -2.447], [-1.405, -3.231, 0.709], [-5.395, 0.779, 1.557], [-0.887, 1.812, -6.083], [0.101, 1.657, 0.368], [-0.686, 0.717, 0.869], [-1.036, -2.107, -4.770], [3.130, -3.939, 1.985], [0.138, 3.263, -6.351], [2.438, -5.997, 2.514], [1.034, 0.761, -7.296]],
  "lowdin_charge": [0.0631, 0.1238, -0.2945, 0.0448, 0.1474, 0.0498, -0.5365, -0.0437, 0.1208, 0.2064, -0.5344, -0.0576, -0.5399, 0.1657, -0.1734, 0.6107, -0.0371, 0.1368, 0.1252, -0.0630, 0.1151, -0.3066, 0.6951, 0.0371, 0.1307, -1.5394, 0.1327, -0.2727, 0.1956, 0.1473, -0.5371, 0.1641, 0.1706, -0.5900, 0.0393, 0.6401, 0.1829, -0.3022, -0.0203, 0.5629, 0.1463, 0.1606, 0.1360, 0.0554, 0.0320, -0.0003, 0.0897, -0.0690, 0.1706, -1.5902, 0.1253, 0.6115, 0.1326, 0.0548, -0.0503, 0.0854, -0.2784, 0.1456, 0.1921, 0.0128, 0.0682, 0.1407, -0.0515, -0.3332, -0.5190, -0.3026, 0.1291, 0.0724, 0.1486, 0.1682, 0.7195, 0.1393, 0.1392, 0.0981, -0.5759, 0.1235, 0.0759, 0.1468, 0.1176, 0.1732],
  "lumo_energy_ev": -0.3,
  "energy_ev": -506497.8779,
  "relative_energy_kj_mol": 77.7,
  "orbital_gap_ev": 9.9,
  "max_force_ev_per_a": 2.9
}